[1]
{"formula": "C4H4BrClO2", "method": "ωB97M-V with the def2-TZVPD basis set", "gap_ev": [8.099, 7.424], "spin_multiplicity": 1, "homo_energy_ev": [-8.47, -8.33], "elements": ["C", "C", "C", "C", "O", "O", "Cl", "Br", "H", "H", "H", "H"], "coordinates": [[-1.374527, 0.252771, 0.452243], [0.644075, -1.050218, -0.127337], [1.367817, -0.163501, 0.795960], [-0.401564, -0.042193, -0.611289], [-1.589730, -0.347147, 1.445914], [-0.078326, 0.809126, -1.587469], [-2.433989, 1.619319, -0.046776], [2.732999, 0.858288, 0.075131], [1.023014, -1.467540, -0.946354], [0.139277, -1.898368, 0.399232], [0.790153, 0.006213, 1.769349], [-0.819197, 1.423248, -1.618609]], "forces_ev_per_angstrom": [[0.2, 0.4, -2.0], [-3.2, 0.3, 2.3], [-1.5, -0.2, 0.5], [1.0, -0.4, 2.6], [-0.2, -0.5, 0.9], [-0.3, -0.8, 0.1], [-0.4, 0.5, 0.0], [-0.1, 0.2, 0.5], [2.7, -1.4, -3.2], [0.2, 0.9, -0.2], [1.7, 0.3, -1.4], [-0.2, 0.7, -0.2]]}

***

[2]
{"formula": "C6H5NO", "method": "ωB97M-V with the def2-TZVPD basis set", "gap_ev": 9.522, "smiles": "O=Cc1cccnc1", "spin_multiplicity": 1, "homo_energy_ev": -9.95, "elements": ["O", "C", "C", "C", "C", "C", "N", "C", "H", "H", "H", "H", "H"], "coordinates": [[1.799357, 2.389138, -0.723937], [0.760924, 1.728182, -1.002709], [0.196821, 0.548833, -0.385322], [0.923522, -0.110349, 0.640858], [0.202120, -1.147200, 1.236485], [-1.015050, -1.463261, 0.683212], [-1.582716, -0.856006, -0.326119], [-0.916438, 0.072952, -0.918128], [0.255239, 2.051954, -1.940197], [1.958873, 0.085884, 0.993351], [0.455739, -1.769595, 2.035796], [-1.713197, -2.164317, 1.368863], [-1.325194, 0.633786, -1.662152]], "forces_ev_per_angstrom": [[-3.1, -2.4, 0.0], [3.5, 3.0, -1.2], [5.2, 1.0, 1.6], [-0.7, -1.0, 0.8], [0.5, 0.8, -1.6], [-2.9, -1.3, 2.7], [-2.0, -2.4, -0.2], [-0.5, -0.1, 1.3], [-0.3, -0.1, 0.4], [-1.0, 0.5, -0.5], [1.1, -0.5, 1.2], [1.6, 1.2, -2.1], [-1.5, 1.1, -2.4]]}

***

| no. | molecular weight (g/mol) |
| --- | --- |
| 1 | 199.431 |
| 2 | 107.112 |